P.
Below is a structure of composition C23H41F5OP2TeTi, with properties calculated with the ωB97M-V functional and the def2-TZVPD basis.

Output
2S+1 = 2
Orbital gap (spin up / spin down) = 5.36 / 5.46 eV
Net charge = +1

XYZ file:
```
74
Properties=species:S:1:pos:R:3:mulliken_spin:R:1
Ti 0.278 -0.247 1.394 0.86
C -1.770 -0.898 3.384 0.01
C -1.349 -1.844 2.394 0.03
C 0.458 -1.327 3.775 -0.04
C -0.661 -0.562 4.202 -0.04
C 0.059 -2.112 2.625 -0.08
C -3.164 -0.459 3.627 0.01
H -3.778 -0.513 2.719 0.00
H -3.196 0.572 4.001 0.00
H -3.655 -1.087 4.386 0.00
C -0.690 0.327 5.381 0.00
H -1.526 1.032 5.325 0.00
H 0.241 0.896 5.460 0.00
H -0.806 -0.258 6.304 0.00
C 1.708 -1.514 4.534 0.00
H 1.563 -2.201 5.381 0.00
H 2.056 -0.564 4.934 0.00
H 2.502 -1.916 3.900 0.00
C 0.846 -3.221 2.022 0.00
H 0.717 -4.152 2.595 0.00
H 1.919 -2.985 2.020 0.00
H 0.546 -3.430 0.988 0.00
C -2.244 -2.673 1.545 0.00
H -2.487 -3.634 2.031 0.00
H -1.774 -2.907 0.580 0.00
H -3.194 -2.165 1.348 0.00
C -0.651 1.780 0.625 -0.07
C -1.733 0.946 0.821 0.11
C -2.396 0.140 -0.250 -0.02
C -1.464 -0.662 -1.196 0.02
C -0.122 -1.140 -0.720 0.16
C 1.082 -0.430 -0.673 -0.04
C 1.297 1.042 -0.907 0.00
C 0.058 1.937 -0.687 -0.04
H -3.031 0.794 -0.879 0.00
H -1.347 -0.068 -2.130 0.02
H -3.119 -0.550 0.215 -0.01
H -0.675 1.772 -1.508 0.01
H -0.477 2.565 1.358 0.00
H -2.315 1.072 1.738 0.04
H 0.384 2.982 -0.792 0.00
H 2.122 1.414 -0.283 0.00
H 2.007 -1.026 -0.668 0.01
H 1.670 1.199 -1.940 0.01
H -2.028 -1.561 -1.507 0.00
H -0.005 -2.230 -0.704 0.00
P -0.607 1.443 -3.616 0.00
C -0.823 3.221 -3.997 0.00
C -1.760 0.698 -4.831 0.00
P 1.690 -0.528 -3.695 0.00
C 1.032 1.084 -4.380 0.00
C 0.986 -1.601 -5.034 0.00
C 3.347 -0.459 -4.519 0.00
H 0.004 3.811 -3.578 0.00
H -1.769 3.555 -3.548 0.00
H -0.872 3.370 -5.084 0.00
H -1.655 1.205 -5.799 0.00
H -2.777 0.872 -4.450 0.00
H -1.602 -0.381 -4.959 0.00
H 3.215 -0.179 -5.572 0.00
H 3.802 -1.458 -4.464 0.00
H 3.994 0.272 -4.021 0.00
H 1.739 1.903 -4.172 0.00
H 0.882 1.023 -5.472 0.00
H 1.583 -2.523 -5.066 0.00
H 1.089 -1.080 -5.996 0.00
H -0.064 -1.851 -4.845 0.00
F 2.421 1.421 4.644 0.00
Te 2.450 2.221 2.893 0.03
F 2.846 3.935 3.683 0.00
F 4.251 1.562 2.638 0.01
F 0.615 2.673 3.214 0.00
F 2.373 3.060 1.164 0.01
O 1.754 0.596 2.095 0.02
```



Q.
Below is a structure of composition C23H41F5OP2TeTi, with properties calculated with the ωB97M-V functional and the def2-TZVPD basis.

Output
2S+1 = 2
Orbital gap (spin up / spin down) = 6.80 / 6.09 eV
Net charge = +1

XYZ file:
```
74
Properties=species:S:1:pos:R:3:mulliken_spin:R:1
Ti 2.522 -1.157 0.184 -0.01
C -0.975 -1.105 3.013 0.16
C -0.633 -2.034 2.009 0.15
C 1.212 -1.728 3.365 0.14
C 0.163 -0.905 3.848 0.25
C 0.741 -2.401 2.193 0.15
C -2.317 -0.532 3.270 0.01
H -2.896 -0.473 2.342 0.00
H -2.237 0.478 3.690 0.00
H -2.894 -1.142 3.986 0.00
C 0.227 -0.082 5.066 0.00
H -0.567 0.672 5.056 0.00
H 1.194 0.432 5.108 0.00
H 0.110 -0.693 5.976 0.02
C 2.532 -1.897 3.995 0.01
H 2.872 -2.932 3.857 0.01
H 2.462 -1.692 5.071 0.00
H 3.300 -1.231 3.576 0.03
C 1.458 -3.507 1.500 0.02
H 1.960 -4.123 2.261 0.00
H 2.250 -3.229 0.756 0.00
H 0.712 -4.146 1.009 0.00
C -1.549 -2.610 0.994 -0.01
H -1.398 -3.692 0.897 0.02
H -1.396 -2.172 -0.005 0.03
H -2.597 -2.448 1.274 0.00
C -1.898 2.602 0.391 0.00
C -2.836 1.643 0.403 0.00
C -3.325 0.772 -0.721 0.00
C -2.856 1.138 -2.152 0.00
C -1.545 0.404 -2.444 0.01
C -0.579 0.561 -1.302 -0.02
C -0.010 1.919 -1.061 0.00
C -1.042 3.038 -0.758 0.00
H -4.428 0.837 -0.707 0.00
H -2.762 2.225 -2.245 0.00
H -3.106 -0.299 -0.500 0.00
H -1.601 3.372 -1.653 0.00
H -1.656 3.163 1.298 0.00
H -3.361 1.501 1.353 0.00
H -0.448 3.922 -0.473 0.00
H 0.665 1.849 -0.197 0.00
H -0.874 0.067 -0.367 0.02
H 0.662 2.285 -1.857 0.00
H -3.619 0.793 -2.865 0.00
H -1.772 -0.662 -2.613 0.00
P -0.344 0.790 -3.779 0.00
C -0.341 2.587 -3.998 0.00
C -0.958 0.197 -5.359 0.00
P 1.184 -0.655 -1.652 0.01
C 1.278 0.219 -3.319 0.00
C 0.705 -2.297 -2.372 0.00
C 3.294 -0.496 -1.741 0.00
H 0.535 3.083 -3.566 0.00
H -1.259 3.060 -3.633 0.00
H -0.300 2.736 -5.082 0.00
H -0.446 0.780 -6.142 0.00
H -2.039 0.401 -5.401 0.00
H -0.767 -0.875 -5.498 0.00
H 3.491 -0.434 -2.824 0.00
H 3.880 -1.384 -1.390 0.00
H 3.628 0.460 -1.295 0.00
H 1.995 1.058 -3.244 0.00
H 1.668 -0.507 -4.057 0.00
H 1.177 -3.148 -1.845 0.00
H 0.999 -2.348 -3.437 0.00
H -0.393 -2.393 -2.294 0.00
F 2.720 1.513 4.119 0.00
Te 2.246 2.506 2.466 0.00
F 2.216 4.048 3.572 0.00
F 4.155 -1.688 0.890 0.00
F 0.471 2.065 2.934 0.00
F 1.306 3.653 1.148 0.00
O 2.033 0.285 0.977 0.01
```



Most stable one: Q, least stable one: P.



P.
Below is a cluster of 2 separate species, C4H9NO in total, with properties calculated with the ωB97M-V functional and the def2-TZVPD basis.

Output
2S+1 = 2
Orbital gap (spin up / spin down) = 3.54 / 6.75 eV
Net charge = -1

XYZ file:
```
15
Properties=species:S:1:pos:R:3:mulliken_spin:R:1
N 1.795 -0.157 -0.507 0.17
C 0.753 0.676 -0.163 -0.19
C 0.323 1.645 -1.055 0.45
C -0.953 1.102 1.690 0.24
C -0.275 0.235 0.865 0.21
H 2.565 0.154 0.157 0.01
H 2.071 0.021 -1.477 -0.03
H -0.307 2.587 -0.843 0.03
H 1.157 1.916 -1.865 0.04
H -1.521 0.734 2.470 -0.01
H -0.907 2.226 1.633 0.01
H -0.524 -0.841 1.100 0.05
H -1.779 -3.815 -0.082 -0.01
H -1.072 -2.775 -0.957 -0.01
O -1.327 -3.708 -0.965 0.03
```



Q.
Below is a cluster of 2 separate species, C4H9NO in total, with properties calculated with the ωB97M-V functional and the def2-TZVPD basis.

Output
2S+1 = 2
Orbital gap (spin up / spin down) = 3.49 / 7.00 eV
Net charge = -1

XYZ file:
```
15
Properties=species:S:1:pos:R:3:mulliken_spin:R:1
C 1.622 -0.873 -2.307 0.00
C 1.539 -1.650 -0.139 -0.05
N 1.829 -1.963 -1.325 0.00
H 2.430 -0.162 -2.170 0.00
H 1.708 -1.320 -3.293 0.00
H 0.654 -0.386 -2.168 0.01
H 1.929 -2.227 0.700 0.00
H 0.987 -0.739 0.127 0.07
O -0.223 2.036 0.775 0.24
C -1.443 1.622 0.757 0.67
C -2.131 1.129 2.004 -0.09
H -2.023 1.443 -0.160 0.03
H -2.864 0.324 1.896 0.03
H -1.331 0.864 2.711 0.02
H -2.683 1.902 2.591 0.08
```



Most stable one: Q, least stable one: P.